{
  "formula": "C6H7NS",
  "method": "the ωB97M-V functional and the def2-TZVPD basis",
  "orbital_gap_ev": 8.041,
  "fmax_ev_per_a": 4.95,
  "total_energy_ev": -18658.16127,
  "smiles": "C[C@@H]1[C@H]2C=CC(=S)N12",
  "spin_multiplicity": 1,
  "e_above_lowest_kcal_mol": 59.7,
  "elements": ["C", "C", "C", "C", "C", "C", "S", "N", "H", "H", "H", "H", "H", "H", "H"],
  "coordinates": [[1.671361, 1.658876, -1.559230], [0.927963, 0.363414, -1.032527], [-0.486356, 0.314214, -1.423407], [-1.145659, -0.990404, -1.242591], [-1.156020, -1.342667, 0.058352], [-0.437245, -0.351071, 0.756148], [0.057926, -0.346270, 2.305508], [-0.056760, 0.673170, -0.137227], [0.954878, 2.623882, -1.386782], [2.043051, 1.675345, -2.619589], [2.543874, 1.815454, -0.887709], [1.499204, -0.603170, -0.930981], [-0.795647, 1.116689, -2.029445], [-1.616091, -1.511770, -1.991127], [-1.403032, -2.202466, 0.577639]],
  "atomic_forces_ev_per_a": [[-0.6504, 1.1410, 0.9410], [4.0296, 0.6787, -2.7920], [-0.7376, -1.7556, -0.7415], [-0.1506, 0.6320, 1.2261], [0.4722, 1.0525, -1.5981], [1.2875, 1.2478, 1.5248], [-0.0487, -0.1561, 0.1471], [-1.6516, 1.2191, 3.6228], [1.6120, -2.4948, -0.4628], [-0.5503, -0.4211, 0.9954], [-0.4494, 0.0549, -0.4838], [-0.5828, 1.1700, -0.0714], [-0.8109, 0.4896, -0.9127], [-0.8814, -1.1838, -1.7904], [-0.8878, -1.6742, 0.3953]],
  "nbo_charge": [-0.626, -0.011, -0.149, -0.094, -0.290, 0.046, -0.034, -0.413, 0.224, 0.220, 0.224, 0.222, 0.229, 0.212, 0.240]
}